1.
Below is an isolated ion of composition C3H4NOS and charge +1, with properties calculated with ωB97M-V/def2-TZVPD.

Properties
Net charge: +1
2S+1: 1
Gap between HOMO and LUMO (eV): 8.43
LUMO level (eV): -6.498

Cartesian coordinates (Å):
C -0.0711 0.7895 -0.6352
S 1.4257 0.0685 -1.1026
O 1.8953 -0.8538 0.3382
H 0.1757 1.6983 -0.0356
C -1.0585 -0.1947 0.2160
N -0.5948 -1.2724 0.5322
H -2.0282 0.2016 0.6286
H -0.7524 1.1431 -1.4715
C 2.2077 0.3479 0.5042
H -1.1993 -1.9281 1.0258

---

2.
Below is one molecule with the formula C8H11NO, with properties calculated with ωB97M-V/def2-TZVPD.

Properties
2S+1: 3
Gap between HOMO and LUMO (spin up / spin down) (eV): 6.60 / 7.85
Expectation value of S²: 2.007
LUMO level (spin up / spin down) (eV): 0.832 / -2.208

Cartesian coordinates (Å):
C 0.4903 -0.1727 -0.0965
H 0.2839 -0.3270 -2.2083
C 1.6179 -1.2645 -0.3711
C 1.3198 1.1696 -0.1259
C -1.6902 0.3403 -1.1940
H -1.9437 0.7047 2.1124
C -0.2584 -0.4306 1.2040
C -2.2607 0.6205 0.0576
C -1.5790 0.4157 1.1782
H 2.0219 2.5629 0.7696
H 2.2601 -1.7228 0.3900
H 1.4479 1.5261 -1.1327
H 1.1267 -2.0249 -0.9436
H 0.4347 -0.0324 2.0132
O -0.5725 -1.7924 1.2845
H 2.5004 -0.6844 -0.8954
H -3.3195 0.9594 0.0815
C -0.4566 -0.1174 -1.3318
H -0.7185 -1.9730 0.3305
N 1.5651 1.6849 0.9639
H -2.2696 0.5578 -2.0862

---

3.
Below is a 14-piece molecular cluster, C24H76N4O14 overall, with properties calculated with ωB97M-V/def2-TZVPD.

Properties
2S+1: 1
Gap between HOMO and LUMO (eV): 8.33
LUMO level (eV): 0.136

Cartesian coordinates (Å):
C -25.3687 2.7623 -25.0522
H -22.5829 10.0514 -21.2244
H -21.0770 5.4438 -19.3206
H -19.1893 4.0081 -23.3618
H -18.6818 8.2939 -23.0240
H -26.9961 6.2458 -23.7615
H -22.5539 -0.7498 -22.1174
H -29.5695 4.4686 -18.6496
H -22.0754 7.0830 -22.6940
H -22.5615 4.9108 -26.2645
O -24.3321 3.1087 -24.1844
H -26.1173 3.5592 -25.0157
C -19.1399 2.9475 -23.4215
C -23.1029 -0.2260 -21.3687
H -21.3383 2.8605 -23.3748
C -24.2436 1.7942 -20.7397
H -19.8282 0.0707 -24.1790
C -20.4822 0.7464 -23.6187
N -22.3738 4.7105 -16.9699
C -27.5478 5.4249 -18.4272
H -18.9699 2.6964 -22.3691
H -24.5274 6.7489 -20.7146
C -23.5028 5.5077 -22.0974
H -25.3262 5.5968 -25.8091
H -24.4123 2.5005 -17.6736
C -26.6048 4.2424 -18.5975
O -20.9122 7.0744 -18.0936
H -23.5233 11.0741 -19.5013
O -26.5145 4.7833 -22.4658
C -20.4512 6.3028 -24.4159
C -20.4698 2.3364 -23.8765
C -24.2474 10.2860 -19.1870
H -20.9722 8.0040 -18.3218
C -23.1592 3.9668 -17.6928
H -27.1121 5.8433 -16.5653
C -20.8511 1.7030 -18.8249
H -28.3470 5.3317 -23.1816
H -25.6563 5.1109 -22.3791
C -24.3908 5.6752 -26.4222
O -24.3688 6.5551 -16.4769
H -23.8478 -0.8731 -21.0383
H -25.5261 7.5297 -17.7889
H -18.7984 7.4709 -21.5449
H -21.4977 0.3381 -23.6969
H -24.6116 6.8575 -23.1292
H -21.3489 2.4008 -25.5518
H -24.2571 1.6769 -23.2312
H -23.9341 3.9062 -24.5663
O -24.2207 0.8174 -22.8146
H -20.7943 6.8877 -20.2163
O -27.7752 5.6197 -17.2068
C -25.7670 8.9273 -24.1925
O -24.7433 8.1829 -24.8048
H -27.1816 6.3630 -18.8037
O -25.3603 8.5092 -20.3609
H -23.5598 2.7991 -16.0864
H -25.7634 4.3566 -17.8797
H -22.6723 1.7192 -22.1732
H -21.2697 3.0967 -20.1593
C -27.4140 5.7494 -22.8836
H -25.0825 1.3353 -20.4590
H -18.0725 6.7086 -22.8511
H -23.9983 5.6884 -16.4886
O -21.2454 7.5457 -22.5894
O -23.2734 4.2173 -19.0413
H -21.9764 5.5394 -17.3095
H -23.8123 5.1391 -20.3295
C -28.8953 5.2183 -19.1099
C -18.9096 7.3300 -22.6076
H -23.4059 6.1579 -24.0033
H -20.1591 2.2526 -18.1338
O -20.7622 2.2825 -20.1670
H -24.9549 2.5458 -25.9812
H -24.4595 5.2212 -27.3898
H -25.1527 10.8457 -18.7408
N -23.8269 6.2717 -23.0969
H -22.4476 -0.0472 -20.5905
O -23.3222 5.0437 -25.6633
H -26.0934 4.3845 -19.5297
H -23.9437 8.7450 -24.8436
C -24.6604 9.5537 -20.4723
H -24.1594 6.7375 -26.6396
H -29.4687 6.0786 -19.1712
H -27.2452 3.3820 -18.7026
H -23.6054 1.8390 -19.8733
H -25.4391 9.9782 -24.1204
H -25.8929 1.7863 -24.7143
C -21.2804 6.4807 -19.3242
H -26.2163 8.7754 -19.9757
H -26.7904 8.9124 -24.6466
H -23.8462 7.5230 -18.0446
C -20.3178 6.7663 -22.9698
H -23.7650 9.6835 -18.4244
H -25.8163 8.5638 -23.1303
H -23.5782 8.8463 -22.2706
H -22.3310 6.5406 -19.3153
H -20.5917 7.1038 -25.1142
N -23.7373 3.0327 -17.0449
H -24.6461 5.9448 -18.3873
H -18.2882 2.5148 -23.9454
H -19.6185 5.6977 -24.6956
H -20.6616 0.6174 -18.7033
C -23.3695 9.2010 -21.2885
H -22.2001 4.3348 -16.0947
O -22.6888 4.4002 -22.0918
H -21.1598 5.4920 -24.5222
H -21.8173 1.9114 -18.4169
H -22.7234 8.4817 -20.7377
H -24.5243 2.8093 -20.9560
C -23.4929 1.0785 -21.8032
H -20.5415 5.8514 -22.4349
H -27.5380 6.5377 -22.1622
O -20.5428 2.6660 -25.1114
N -24.0939 5.8758 -20.9918
H -28.6429 4.9409 -20.1275
C -24.6500 6.8622 -17.8071
H -20.3000 0.6217 -22.5327
H -25.2226 10.2037 -21.1657

---

> Which value of 2S+1 does entry 1 give?

1